Density functional theory data (ωB97M-V/def2-TZVPD) for a cluster of 11 separate species, C5H34N2O11 in total at a distorted geometry.

The geometry in XYZ format:
```
52
Properties=species:S:1:pos:R:3:forces:R:3:mulliken_charge:R:1
N -1.48689 -0.86633 3.33019 2.9898 0.7357 -0.1446 -0.6405
C 0.12655 -0.90106 3.43590 -2.0280 1.2753 2.6834 -0.8120
C 0.82348 -1.23219 2.19465 2.0961 1.3891 -3.4456 0.7512
C 0.47589 -2.59020 1.67349 0.8003 -3.2987 -1.3169 -1.0934
C 0.09860 -2.71361 0.07295 -2.3817 -0.6131 1.6958 0.2360
N -0.32041 -1.48190 -0.57418 2.6547 0.9868 -1.2015 -0.4103
C -1.28043 -3.60228 -0.12999 4.6619 -4.0066 1.6452 -0.8790
O -2.29210 -2.99405 0.48253 -2.5677 1.5743 1.2721 -0.4225
H -1.66600 -0.97271 2.35551 -0.1717 0.6066 -1.2940 0.1772
H -1.84616 -1.75581 3.58483 -0.1177 -1.0011 1.1317 0.3319
H 0.43959 0.15312 3.85450 -0.5418 -2.1898 -0.6222 0.2520
H 0.34669 -1.72612 4.15723 -0.0956 1.0206 -0.0553 0.3527
H 0.57605 -0.46865 1.35066 0.2968 -0.9471 1.5121 -0.5376
H 1.98914 -1.17180 2.20697 -1.9777 0.2015 0.6323 0.4024
H 1.35150 -3.40992 1.92983 -2.0783 2.0255 -0.7751 0.2501
H -0.40480 -3.00966 2.15809 -0.0454 0.1782 0.3221 0.3681
H 0.98302 -3.12662 -0.35710 0.2208 -0.3846 -0.9537 0.5944
H 0.57329 -1.03381 -1.00814 -2.4749 -0.3808 1.3331 0.1231
H -0.76412 -0.85816 0.10315 0.4896 0.0920 -0.5046 0.0233
H -1.19595 -4.67863 0.47301 0.2171 2.3954 -1.5855 0.2278
H -1.43341 -3.85716 -1.17645 0.0366 0.2951 -0.1548 0.4199
H -2.79832 -2.45673 -0.12339 -0.0273 0.2779 -0.1938 0.2569
O 0.63486 3.50457 1.28234 2.7383 -0.2864 -0.1366 -0.7140
H -0.09194 3.85144 0.81748 -1.8275 0.3643 -0.3638 0.3029
H 0.36358 2.89274 1.95391 -1.1637 -0.2003 0.6036 0.3256
O 0.98677 0.51041 -4.27864 -1.8091 2.2621 -1.4939 -0.6299
H 1.40418 1.34224 -4.00472 0.4865 -1.0743 0.3662 0.3320
H 1.25701 -0.29794 -3.91513 1.3851 -1.0610 1.2724 0.3033
O 1.12954 1.28673 -0.52956 -0.3298 0.8285 2.1922 0.1232
H 0.88869 1.67674 -1.37641 0.4117 0.1693 0.5132 -0.0981
H 0.97720 1.98587 0.21535 0.0692 -1.1330 -2.0818 0.2276
O -1.73680 2.28905 2.69522 0.2526 -1.6527 1.2245 -0.6840
H -2.39862 1.88125 2.12046 0.1297 0.2920 -0.4313 0.3060
H -1.59598 1.52702 3.33505 -0.1837 1.1983 -0.8551 0.3344
O -3.74799 0.19792 -1.76539 -0.3074 -4.4066 0.0799 -0.6490
H -2.83069 -0.07334 -1.46451 -1.4310 0.7173 -0.3085 0.3626
H -4.22151 -0.73421 -1.69903 1.1053 2.9844 -0.4942 0.2872
O -1.20029 2.09996 -2.47123 2.3843 0.5719 0.0567 -0.6757
H -0.25935 1.88039 -2.71477 -1.4972 0.1538 -0.0494 0.2702
H -1.68585 1.52413 -3.03428 -0.8428 -0.8007 -0.9187 0.2663
O -2.46564 1.58370 -0.25163 -4.7688 -0.2992 5.9122 -0.5009
H -1.86545 1.70242 -0.85456 6.4986 0.8711 -4.9693 0.3125
H -3.16788 1.98757 -0.75371 -1.2267 -0.0127 0.3706 0.2965
O 3.56734 -0.51515 -2.18068 -0.2431 -0.7181 -3.2567 -0.6272
H 3.29983 0.19510 -1.64501 -0.3091 1.4912 1.3689 0.3326
H 3.75814 -1.20919 -1.59512 0.4569 -1.3225 1.2226 0.2925
O 3.86289 1.03548 -0.19273 3.1096 -2.9167 -1.5135 -0.6345
H 4.60253 1.59541 -0.33442 0.1196 1.2743 0.4590 0.2413
H 3.07841 1.26379 0.18249 -3.0611 2.1454 1.5712 0.3149
O 1.65271 2.99104 -2.67035 -3.6652 -1.8391 -1.2444 -0.5402
H 0.98447 3.55569 -2.28068 0.6434 0.7456 0.1172 0.3142
H 2.52466 3.22347 -2.58400 2.9195 1.4215 0.8065 0.2358
```
Positions in Å, forces in eV/Å.

Its gap between HOMO and LUMO is 9.10 eV. As for the total energy: -31235.9399 eV. The HOMO energy comes out at -9.078 eV. The LUMO energy is 0.0 eV.

---

Density functional theory data (ωB97M-V/def2-TZVPD) for a cluster of 12 separate species, C5H34NO12 in total at a distorted geometry.

The geometry in XYZ format:
```
52
Properties=species:S:1:pos:R:3:forces:R:3:mulliken_charge:R:1
C 0.29856 -0.70458 1.11653 2.3410 0.2973 -1.3014 -1.0816
O 0.09220 -0.98094 -0.25627 -0.0611 0.5403 0.3400 -0.6795
C 1.15962 0.63086 1.21918 -2.5937 -0.1816 0.0655 1.4730
C 0.85325 1.12931 2.65340 0.8251 2.4747 -1.0506 -1.1146
C -0.07236 2.43487 2.68983 -0.0595 -1.3296 0.3271 -0.5674
C -1.36149 2.23512 1.90977 -1.1210 -0.8939 -0.2851 -0.6707
N 2.53995 0.75417 0.85820 1.2919 -0.5881 1.3919 -0.5052
H 0.87671 -1.53187 1.54001 -0.1403 -0.0896 0.4278 0.4325
H -0.58594 -0.55390 1.73432 -0.4097 -0.0248 -0.4226 0.5044
H 0.59182 1.19428 0.47631 0.1214 0.6119 0.2822 -0.8459
H 1.77721 1.52336 3.08461 0.1825 -0.5004 0.1460 0.4181
H 0.48146 0.30406 3.25756 -0.2532 0.2543 0.2328 0.4756
H 0.38135 3.37620 2.39864 0.8045 -0.3350 -0.1073 0.3404
H -0.26649 2.50304 3.76267 -0.4010 0.4553 -0.0280 0.4662
H -2.10305 1.85890 2.62252 -0.2476 -0.0611 -0.3718 0.2325
H -1.29361 1.49634 1.10220 0.2355 -0.2957 0.3788 -0.0536
H -1.84945 3.01358 1.31264 0.4499 0.7452 0.7104 0.2907
H 3.05098 -0.02075 1.26303 0.2632 0.1316 0.0104 0.1901
H 2.91947 0.84471 -0.06956 -1.1076 -0.2685 -0.5039 0.2110
H -3.62409 1.01343 -2.15220 0.3931 0.1825 0.1368 0.3453
H -2.63249 -0.06063 -2.57874 -0.1366 0.0223 0.4215 0.3031
O -3.41370 0.41704 -2.86686 -0.2062 -0.0274 -1.2054 -0.6426
H -3.45978 -0.48487 0.55649 -0.0179 0.1791 -0.2711 0.3089
H -4.28681 0.31693 -0.44383 -0.0799 -0.1513 0.0315 0.2365
O -3.40465 -0.04204 -0.31272 -0.0300 0.1255 0.7877 -0.5315
H 1.80638 1.00270 -2.66433 -0.1382 0.2788 -0.0212 0.3630
H 3.15729 0.34608 -2.62040 0.1734 0.0883 -0.0905 0.2794
O 2.66965 1.01948 -3.10785 -0.0952 -0.2810 0.2908 -0.6820
H -3.05428 -2.24764 0.59025 0.1531 -0.3986 -0.0021 0.4027
H -2.96472 -2.31513 2.10814 -0.0237 0.0011 0.0354 0.3062
O -3.59222 -2.13240 1.40245 0.0847 0.0663 0.0072 -0.7362
H 2.61132 -2.70628 1.22414 0.2416 0.1682 0.0325 0.3368
H 3.15231 -2.17182 2.57449 0.0128 0.1082 -0.1716 0.3116
O 2.74540 -2.93273 2.15408 -0.0453 -0.3124 0.0933 -0.6743
H 2.48080 -1.48568 -1.76811 0.3129 -0.4377 -0.0614 0.3161
H 1.48554 -1.38736 -0.62742 0.6034 0.0844 0.1289 0.3316
O 2.49166 -1.59700 -0.81067 -0.6889 0.0640 -0.1932 -0.7405
H -0.36288 0.66091 -2.75654 -0.1030 -0.3812 0.1512 0.2476
H -0.08164 0.25687 -1.17817 -0.3819 -0.4054 -0.4549 0.2491
O -0.21218 0.99321 -1.86795 0.6397 0.3728 -0.0377 -0.3999
H 0.76199 3.29369 0.17821 -0.0145 0.0058 -0.0140 0.1937
H 2.23617 2.97463 0.14818 0.1012 -0.0492 0.1991 0.4016
O 1.62547 3.71124 0.26143 -0.0674 0.2044 -0.2196 -0.6358
H -0.92159 4.00900 -1.57592 0.0117 0.0641 -0.0934 0.3027
H -0.93307 2.51423 -1.94587 -0.3671 0.3273 0.0152 0.3410
O -1.43359 3.35708 -2.06322 0.1585 -0.0633 0.1728 -0.6928
H 0.31840 -3.78380 -1.17107 -0.0923 -0.1666 0.0989 0.3801
H 1.71372 -3.50104 -0.67895 0.2790 0.1570 -0.2139 0.3504
O 1.19945 -4.18780 -1.11340 -0.2939 -0.1776 -0.0472 -0.7281
H -1.25790 -3.43108 0.46972 0.4955 0.1499 0.0330 0.2799
H -0.74316 -2.00413 -0.37879 -0.2780 -0.7364 0.8811 0.3118
O -1.39159 -2.87700 -0.30131 -0.7208 -0.0043 -0.6618 -0.9515
```
Positions in Å, forces in eV/Å.

Its gap between HOMO and LUMO is 8.88 eV. As for the total energy: -31798.7538 eV. The HOMO energy comes out at -6.154 eV. The net charge is -1. The LUMO energy is 2.7 eV.